The following is a quantum chemistry calculation of 2 unconnected molecules or ions with the total composition C6H12O, from the OMol25 dataset.

Computed properties:
* molar mass: 100.16 g/mol
* HOMO-LUMO gap: 9.147 eV
* max |F|: 2.20 eV Å⁻¹
* E_HOMO: -8.2 eV
* energy relative to the best compared isomer or geometry (same formula, charge and spin): 5.065 eV

Structure (ORCA input):
```
! RIJCOSX wB97M-V def2-TZVPD def2/J DEFGRID3
* xyz 0 1
C 1.773 -0.828 -0.740
C 0.617 -0.534 0.197
O 0.882 -0.360 1.557
C 0.168 1.421 -0.237
C -1.229 1.414 0.315
C -1.850 0.079 -0.039
C -0.411 -1.607 0.164
H 2.371 0.069 -0.834
H 1.515 -1.165 -1.762
H 2.381 -1.616 -0.296
H 1.409 0.441 1.596
H 0.831 2.229 0.186
H 0.206 1.512 -1.325
H -1.224 1.663 1.388
H -2.062 2.035 -0.166
H -2.147 0.089 -1.096
H -2.598 -0.250 0.654
H -0.263 -2.349 -0.661
H -0.369 -2.244 1.099
*
```

***

The following is a quantum chemistry calculation of a molecular structure, C5H9NO, from the OMol25 dataset.

Computed properties:
* molar mass: 99.13 g/mol
* HOMO-LUMO gap: 10.954 eV
* max |F|: 0.54 eV Å⁻¹
* E_HOMO: -10.1 eV
* energy relative to the best compared isomer or geometry (same formula, charge and spin): 1.388 eV

Structure (ORCA input):
```
! RIJCOSX wB97M-V def2-TZVPD def2/J DEFGRID3
* xyz 0 1
C -0.984 -0.354 1.204
C -0.186 -0.042 -0.053
C -0.322 -1.126 -1.119
C -0.222 1.393 -0.622
O 1.223 1.505 -0.467
C 1.249 0.327 0.240
N 2.119 -0.192 0.980
H -0.918 0.464 1.929
H -2.038 -0.545 0.979
H -0.559 -1.247 1.676
H 0.036 -2.084 -0.729
H -1.371 -1.242 -1.415
H 0.264 -0.882 -2.011
H -0.715 2.130 0.019
H -0.534 1.517 -1.663
H 2.960 0.377 1.054
*
```

***

The following is a quantum chemistry calculation of a molecular structure, H28NeO14, from the OMol25 dataset.

Computed properties:
* molar mass: 272.39 g/mol
* HOMO-LUMO gap: 9.787 eV
* max |F|: 1.18 eV Å⁻¹
* E_HOMO: -10.2 eV
* energy relative to the best compared isomer or geometry (same formula, charge and spin): 0.718 eV

Structure (ORCA input):
```
! RIJCOSX wB97M-V def2-TZVPD def2/J DEFGRID3
* xyz 0 1
Ne 3.966 -4.805 17.236
O 4.506 -1.588 15.889
H 3.571 -1.793 15.855
H 4.931 -2.341 15.480
O 4.632 -4.846 20.025
H 4.690 -5.263 20.884
H 3.755 -4.464 20.002
O 6.203 -3.504 14.212
H 5.663 -3.247 13.464
H 6.573 -4.350 13.960
O 5.775 -2.364 18.606
H 5.187 -2.190 17.870
H 5.401 -3.132 19.036
O 7.934 -4.010 17.732
H 7.410 -3.217 17.849
H 8.829 -3.737 17.930
O 4.656 -6.924 13.868
H 4.994 -7.400 14.627
H 3.787 -6.627 14.138
O 5.287 -8.465 16.058
H 6.201 -8.733 15.959
H 5.298 -7.843 16.786
O 5.224 -7.073 18.630
H 5.980 -7.483 19.050
H 5.249 -6.163 18.925
O 3.040 -8.540 19.068
H 2.786 -8.340 19.968
H 3.784 -7.964 18.894
O 2.487 -3.337 20.046
H 2.349 -2.481 19.641
H 1.632 -3.766 19.996
O 1.648 -1.595 16.208
H 1.087 -2.370 16.214
H 1.594 -1.252 17.101
O 0.829 -7.272 17.480
H 1.514 -7.808 17.878
H 1.071 -7.220 16.555
O 0.245 -4.144 16.083
H -0.272 -4.758 16.605
H -0.038 -4.298 15.182
O 2.220 -5.674 14.689
H 1.655 -5.198 15.298
H 1.714 -6.451 14.450
*
```

***

The following is a quantum chemistry calculation of C4H4FN in the gas phase, from the OMol25 dataset.

Computed properties:
* molar mass: 85.08 g/mol
* HOMO-LUMO gap (spin up / spin down): 8.779 / 8.563 eV
* max |F|: 2.46 eV Å⁻¹
* E_HOMO (spin up / spin down): -9.2 / -9.1 eV
* energy relative to the best compared isomer or geometry (same formula, charge and spin): 4.843 eV

Structure (ORCA input):
```
! RIJCOSX wB97M-V def2-TZVPD def2/J DEFGRID3
* xyz 0 1
C -1.603 1.146 0.025
C -1.001 0.011 -0.132
C -3.212 -0.168 -0.081
C 0.301 -0.558 0.045
N -3.052 1.041 0.097
F -4.356 -0.866 -0.027
H -1.107 2.031 0.339
H 0.575 -1.257 -0.738
H 0.222 -1.023 1.001
H 1.175 0.111 0.014
*
```

***

The following is a quantum chemistry calculation of a molecular structure, C26H57AlBrN6O10, from the OMol25 dataset.

Computed properties:
* molar mass: 720.66 g/mol
* HOMO-LUMO gap: 6.713 eV
* max |F|: 0.83 eV Å⁻¹
* E_HOMO: -4.8 eV

Structure (ORCA input):
```
! RIJCOSX wB97M-V def2-TZVPD def2/J DEFGRID3
* xyz -1 1
O -0.136 -0.114 -0.144
C 0.672 0.744 -0.376
O 1.696 0.615 -1.209
C 2.331 -0.685 -1.244
C 3.670 -0.616 -0.538
C 3.498 -0.601 0.984
O 2.903 0.614 1.378
Al 4.131 1.719 2.068
O 5.350 0.407 2.180
C 4.806 -0.829 1.765
C 4.681 -1.787 2.968
C 3.896 -1.234 4.167
C 2.377 -1.458 4.098
Br 1.298 0.114 4.462
H 0.620 1.756 0.038
H 2.429 -0.984 -2.292
H 1.681 -1.411 -0.749
H 4.231 -1.508 -0.840
H 4.220 0.280 -0.847
H 2.843 -1.452 1.237
H 4.548 2.854 0.977
H 3.843 2.366 3.515
H 5.543 -1.316 1.102
H 5.715 -1.962 3.291
H 4.274 -2.752 2.640
H 4.118 -0.171 4.297
H 4.256 -1.741 5.070
H 2.072 -1.784 3.105
H 2.041 -2.202 4.819
C -5.212 1.082 -1.320
O -6.128 1.842 -1.609
N -4.063 0.972 -1.997
C -3.002 0.066 -1.583
C -3.873 1.798 -3.182
H -5.266 0.408 -0.448
H -2.085 0.614 -1.380
H -2.795 -0.660 -2.372
H -3.298 -0.461 -0.679
H -3.960 2.853 -2.933
H -4.632 1.581 -3.933
H -2.884 1.598 -3.589
C -2.938 2.181 3.766
O -2.583 1.063 4.064
N -3.162 2.591 2.497
C -3.624 3.921 2.183
C -2.919 1.644 1.420
H -3.112 2.976 4.514
H -4.584 3.891 1.662
H -2.905 4.448 1.550
H -3.747 4.486 3.106
H -3.534 0.752 1.554
H -1.876 1.323 1.403
H -3.171 2.121 0.474
C 4.648 -4.779 -0.220
O 4.239 -3.766 0.303
N 4.314 -6.023 0.191
C 4.819 -7.213 -0.451
C 3.416 -6.140 1.328
H 5.338 -4.775 -1.082
H 4.004 -7.821 -0.852
H 5.393 -7.825 0.249
H 5.472 -6.926 -1.274
H 2.463 -5.654 1.118
H 3.846 -5.659 2.207
H 3.248 -7.195 1.536
C -6.149 4.654 -3.258
O -5.436 4.243 -4.154
N -7.042 5.655 -3.404
C -7.879 6.097 -2.312
C -7.159 6.294 -4.702
H -6.131 4.218 -2.247
H -8.937 5.972 -2.552
H -7.699 7.150 -2.080
H -7.654 5.503 -1.428
H -7.440 5.568 -5.466
H -6.209 6.737 -5.001
H -7.918 7.071 -4.646
C -8.836 -2.620 -3.774
O -9.234 -3.768 -3.836
N -7.549 -2.266 -3.606
C -7.127 -0.880 -3.542
C -6.554 -3.316 -3.484
H -9.513 -1.753 -3.854
H -6.423 -0.658 -4.347
H -6.644 -0.665 -2.591
H -7.990 -0.226 -3.644
H -6.546 -3.945 -4.375
H -6.772 -3.956 -2.628
H -5.576 -2.860 -3.353
C 8.194 -0.415 2.837
O 7.971 -1.557 3.197
N 9.445 0.091 2.693
C 9.656 1.449 2.251
C 10.581 -0.757 2.986
H 7.374 0.275 2.590
H 10.225 1.478 1.317
H 10.198 2.031 3.001
H 8.689 1.918 2.079
H 10.579 -1.644 2.350
H 10.554 -1.098 4.023
H 11.497 -0.194 2.816
*
```

***

The following is a quantum chemistry calculation of 2 unconnected molecules or ions with the total composition C2HF2NS, from the OMol25 dataset.

Computed properties:
* molar mass: 109.10 g/mol
* HOMO-LUMO gap: 9.873 eV
* max |F|: 6.20 eV Å⁻¹
* E_HOMO: -11.3 eV
* energy relative to the best compared isomer or geometry (same formula, charge and spin): 2.423 eV

Structure (ORCA input):
```
! RIJCOSX wB97M-V def2-TZVPD def2/J DEFGRID3
* xyz 0 1
C 2.146 -1.272 0.911
C 1.407 -0.039 -0.736
N 2.718 -1.757 1.761
F 2.584 0.404 -1.214
F 0.783 -0.808 -1.722
S 0.247 1.170 -0.151
H -0.520 0.558 -0.993
*
```